Here is a cluster of 14 separate species, C48H122N7O27P5 in total in a non-equilibrium geometry from the OMol25 dataset. Energies are from the ωB97M-V functional and the def2-TZVPD basis.

As for the HOMO-LUMO gap: 9.566 eV. As for the charge: 0. As for the max |F|: 3.953 eV/A. Its highest occupied orbital energy is -0.333 Ha. The molar mass comes out at 1384.40 g/mol. The LUMO energy is 0.5 eV. Its spin multiplicity is 1.

The geometry in XYZ format:
```
209
Properties=species:S:1:pos:R:3:forces:R:3:lowdin_charge:R:1
C -8.1515 -17.2469 -12.5575 0.7 -0.4 0.4 -0.1221
C -8.0381 -15.7345 -12.5729 -0.5 0.6 0.0 -0.2655
C -7.5133 -15.2085 -13.9171 0.3 -0.3 -0.8 -0.2121
C -8.1778 -15.7771 -15.2036 -0.2 -0.4 0.0 -0.2081
C -7.3617 -15.7061 -16.4954 -0.2 -0.2 0.1 -0.2692
C -6.6997 -14.3596 -16.6691 0.2 -0.2 -1.3 -0.1250
H -8.7699 -17.7438 -13.3050 -0.1 0.4 -0.1 0.0604
H -8.4752 -17.6261 -11.5882 -0.1 0.1 0.1 0.0685
H -7.1288 -17.6029 -12.6816 0.0 -0.4 -0.2 0.0766
H -8.9424 -15.2704 -12.1791 -0.3 0.1 -0.5 0.0992
H -7.2824 -15.4553 -11.8386 0.0 -0.1 0.2 0.0955
H -6.4408 -15.3710 -13.8101 0.3 -0.8 -0.7 0.1027
H -7.4707 -14.1372 -14.1138 -0.6 0.3 0.8 0.0931
H -8.6332 -16.7622 -15.1027 0.5 -0.3 0.3 0.0865
H -9.0767 -15.1831 -15.3688 -0.1 0.4 -0.1 0.1094
H -6.6056 -16.4752 -16.6532 0.3 -0.2 0.8 0.1057
H -7.9635 -15.9223 -17.3781 -0.7 0.3 0.2 0.0998
H -6.6289 -14.2587 -17.7522 0.5 0.5 -0.1 0.0579
H -7.3028 -13.5109 -16.3465 0.1 0.0 0.4 0.0718
H -5.6882 -14.3991 -16.2650 -0.1 0.6 0.2 0.0737
C -6.4572 -8.1574 -27.3224 -0.2 0.4 -1.0 -0.0859
C -5.0222 -8.3105 -27.7759 0.0 -0.9 -0.6 -0.2715
C -4.4096 -9.5782 -27.3090 1.4 -1.6 0.9 -0.2242
C -3.0954 -10.1392 -27.9306 -0.3 -0.6 1.8 -0.2256
C -2.9948 -10.5955 -29.3393 -1.9 1.4 -2.1 -0.2494
C -4.1086 -11.6212 -29.7940 1.3 0.2 1.3 -0.0681
H -6.6759 -7.1727 -27.7356 -1.0 0.1 0.5 0.0761
H -6.7671 -8.2764 -26.2842 0.6 0.3 0.2 0.0791
H -7.0199 -8.9011 -27.8867 -0.3 0.1 0.0 0.0426
H -5.0854 -8.4089 -28.8596 0.2 0.7 -0.3 0.1088
H -4.3929 -7.4674 -27.4912 0.0 0.1 -0.2 0.1116
H -5.0500 -10.4595 -27.2728 -0.8 0.3 -0.3 0.0846
H -4.2132 -9.3975 -26.2522 0.4 -0.3 0.3 0.0860
H -2.2702 -9.4823 -27.6553 0.2 0.0 -0.2 0.0960
H -2.9173 -11.1127 -27.4738 0.2 0.1 1.3 0.0949
H -3.2683 -9.7182 -29.9255 0.7 0.3 -0.6 0.0906
H -1.9481 -10.8563 -29.4957 -0.3 -0.4 -0.5 0.1090
H -4.9833 -11.4337 -29.1712 -0.1 0.0 -0.1 0.0315
H -4.4155 -11.5583 -30.8380 0.4 0.0 0.0 0.0670
H -3.7487 -12.6166 -29.5336 -0.3 -0.3 -0.3 0.0693
C -0.1167 -5.8505 -24.3169 0.6 0.6 -1.5 -0.0041
C -0.5354 -6.4360 -23.0097 -0.7 0.1 1.4 -0.4878
O 0.1885 -6.3812 -21.9999 -0.9 -0.3 -1.1 -0.0072
N -1.7958 -7.0037 -22.9574 0.8 1.6 0.4 0.0236
C -2.7290 -7.1399 -24.0783 1.7 -0.1 -0.3 -0.0449
H 0.8276 -5.3062 -24.3283 0.2 -0.3 0.8 0.0882
H -0.7806 -5.1131 -24.7682 -0.6 -0.1 0.4 0.0862
H -0.0054 -6.5888 -25.1110 -0.1 -0.4 0.1 0.0810
H -2.0856 -7.3332 -22.0477 0.1 -0.1 -0.1 0.1156
H -3.7658 -6.8370 -23.9316 0.0 -0.7 0.7 0.0905
H -2.4543 -8.1599 -24.3467 -1.5 -0.3 -0.9 0.0740
H -2.4149 -6.4794 -24.8866 0.2 -0.2 0.0 0.0692
C -9.2597 -10.0382 -17.5105 -1.1 -0.3 -1.2 0.0063
C -8.3444 -8.8924 -17.8251 0.7 -1.2 1.4 -0.5818
O -7.1927 -9.0653 -17.4519 1.0 0.5 -0.2 0.0066
N -8.6940 -7.7692 -18.4610 -2.4 0.5 -0.6 0.0453
C -10.0918 -7.3345 -18.8962 1.9 -0.4 -0.4 -0.0218
H -10.2603 -9.8918 -17.9172 -0.2 -0.1 0.4 0.0558
H -9.2770 -10.3599 -16.4692 0.0 0.6 0.0 0.0910
H -8.8702 -10.9083 -18.0390 0.2 0.0 -0.2 0.0835
H -7.9307 -7.1087 -18.4953 -0.2 0.2 -0.1 0.1238
H -10.8103 -8.1532 -18.8555 0.2 0.1 0.6 0.0670
H -10.0386 -7.1075 -19.9610 0.1 0.2 0.0 0.0705
H -10.4076 -6.4357 -18.3665 -0.1 -0.3 0.2 0.0785
C 5.0898 -6.8572 -23.9876 0.2 -0.4 0.1 0.0019
C 4.0449 -6.1104 -23.1680 1.0 -2.0 -1.0 -0.6113
O 4.0797 -4.9356 -23.0513 0.4 3.9 0.4 0.0571
N 3.0013 -6.7924 -22.6935 -0.6 -1.1 1.1 0.0110
C 2.6834 -8.2038 -22.9267 0.6 1.3 -0.3 -0.0606
H 6.1437 -6.5800 -23.9664 -0.1 0.6 1.1 0.0795
H 4.9157 -6.5754 -25.0261 -0.7 -0.7 -0.2 0.0874
H 5.0664 -7.9169 -23.7334 -0.1 -0.1 -0.8 0.0599
H 2.2424 -6.2127 -22.3643 -0.1 0.0 0.2 0.0967
H 2.5815 -8.1795 -24.0117 -0.6 -1.4 -0.1 0.0786
H 1.7941 -8.4389 -22.3421 0.0 -0.1 -0.5 0.0680
H 3.5021 -8.8557 -22.6220 -0.1 0.0 0.0 0.0819
C -6.6688 -14.5963 -22.2441 0.2 0.2 -0.7 0.0067
C -7.7867 -13.7791 -21.6318 2.5 -1.9 2.3 -0.6068
O -7.6871 -13.6692 -20.4126 -1.1 0.7 0.4 0.0057
N -8.7283 -13.3189 -22.4041 -3.8 1.0 0.0 0.0600
C -10.1129 -12.9256 -21.8841 0.5 -0.7 -0.3 -0.0277
H -6.9633 -15.1162 -23.1558 0.2 0.3 -0.3 0.0626
H -6.2892 -15.3523 -21.5567 -0.3 0.3 0.2 0.0862
H -5.8521 -13.8899 -22.3925 0.2 -0.1 -0.4 0.0737
H -8.5466 -13.3120 -23.3976 -0.3 0.1 -0.1 0.0744
H -10.2433 -11.8662 -21.6634 0.1 0.0 -0.6 0.0604
H -10.5079 -13.4252 -20.9995 1.5 -0.3 0.7 0.0750
H -10.9007 -13.3582 -22.5007 0.3 0.7 -1.2 0.0727
C 2.3038 -14.3740 -19.9701 0.3 0.2 1.3 0.0040
C 2.0221 -12.8652 -19.7260 0.0 -0.2 -1.6 -0.5129
O 1.9336 -12.0082 -20.6139 0.0 -1.0 0.9 0.0044
N 1.8874 -12.6029 -18.4120 -0.5 1.4 1.1 0.0117
C 1.5385 -11.2817 -17.8626 -0.3 0.7 -0.2 -0.0558
H 1.5858 -14.9679 -20.5357 -0.1 0.6 -0.2 0.0759
H 2.3006 -14.7763 -18.9570 -0.2 -0.5 -0.1 0.0553
H 3.3154 -14.6132 -20.2983 0.0 0.5 -0.5 0.0782
H 2.0202 -13.3202 -17.7135 -0.1 0.0 -0.5 0.1268
H 1.4037 -10.5129 -18.6234 0.6 -0.4 -0.5 0.0668
H 2.2593 -10.8988 -17.1401 0.2 -0.3 -0.1 0.0822
H 0.5627 -11.2004 -17.3835 -0.1 -0.9 0.3 0.0829
C -6.3393 -6.3966 -21.0862 0.5 -0.7 1.0 0.0017
C -6.7465 -7.5591 -21.9584 -0.2 0.4 -2.1 -0.5151
O -6.8064 -7.3891 -23.2038 -0.1 -1.0 2.3 -0.0208
N -7.0293 -8.7191 -21.2861 -0.4 0.4 -1.8 0.0432
C -7.5243 -9.9654 -21.9319 1.3 -0.3 0.9 -0.0409
H -6.2598 -6.7639 -20.0630 -0.3 0.4 0.3 0.0572
H -7.0094 -5.5388 -21.1438 0.0 -0.2 -0.1 0.0968
H -5.3151 -6.0749 -21.2748 -0.2 0.1 -0.6 0.0575
H -6.8054 -8.7359 -20.3014 -0.2 -0.2 -0.1 0.1055
H -6.7703 -10.7197 -21.7073 -0.2 -0.3 0.4 0.0537
H -7.5226 -10.0224 -23.0204 -0.4 1.1 0.1 0.0825
H -8.4675 -10.2940 -21.4954 0.0 0.2 -0.2 0.0683
C 1.7685 -6.1186 -15.5370 -0.1 0.4 -1.8 0.0044
C 1.1531 -7.0491 -16.5375 -1.1 -2.7 1.8 -0.5866
O 0.6101 -8.0850 -16.1015 0.2 1.0 -0.8 -0.0045
N 1.1521 -6.7255 -17.8221 0.1 0.6 -1.9 0.0207
C 0.3167 -7.3201 -18.8803 0.4 0.4 0.7 -0.0389
H 0.9255 -5.8475 -14.9014 0.6 -0.1 0.5 0.0771
H 2.0238 -5.2594 -16.1572 0.5 0.5 0.7 0.0737
H 2.6457 -6.6040 -15.1091 -0.3 0.3 0.4 0.0933
H 1.7363 -5.9825 -18.1782 -0.1 0.1 0.5 0.1396
H -0.2895 -6.5083 -19.2822 -0.3 -0.3 0.0 0.0634
H -0.2822 -8.1063 -18.4206 0.0 0.0 -0.3 0.0848
H 0.9496 -7.6620 -19.6993 -0.1 -0.3 0.1 0.0698
C -4.5174 -11.1627 -15.2030 1.4 0.2 -0.4 -0.0558
O -4.1040 -9.9791 -14.4424 0.0 -0.8 0.8 -0.2392
P -3.0319 -10.0454 -13.2234 -0.9 -0.1 -0.1 0.4583
O -1.6552 -10.4021 -13.6364 -1.2 -0.1 0.6 -0.2424
O -3.2257 -8.5818 -12.5839 1.3 -0.3 -0.5 -0.2114
C -2.0796 -7.6421 -12.6200 -0.7 0.4 0.4 -0.0563
O -3.7900 -10.9697 -12.0911 0.4 2.4 -0.9 -0.2206
C -3.6714 -12.3512 -12.0094 0.9 -1.3 -0.4 -0.1410
H -4.0625 -11.0070 -16.1812 -0.6 0.1 -0.3 0.0673
H -5.5925 -11.3377 -15.2450 0.1 0.7 0.2 0.0923
H -4.0475 -12.1022 -14.9121 0.1 0.1 0.7 0.0735
H -1.1030 -8.1163 -12.7170 -0.3 -0.3 -0.1 0.0844
H -2.1201 -7.0269 -11.7212 -0.1 -0.6 0.4 0.0831
H -2.2167 -6.8660 -13.3729 -0.2 -0.6 -0.6 0.0604
H -3.1081 -12.6207 -11.1160 0.0 0.0 0.0 0.0905
H -3.1263 -12.7129 -12.8812 0.1 -0.3 0.1 0.0744
H -4.6251 -12.8781 -11.9790 -0.3 0.4 0.0 0.0860
C -3.2443 -7.6712 -16.5706 -0.6 -1.6 0.2 -0.0850
O -2.9381 -6.7364 -17.5896 0.3 1.0 -0.5 -0.2218
P -3.5089 -5.2542 -17.5769 0.9 1.2 -0.3 0.4681
O -4.9535 -5.0923 -17.7947 0.7 -0.2 0.6 -0.2282
O -2.9032 -4.6067 -16.2053 -2.1 0.1 -2.6 -0.1991
C -1.5584 -4.7729 -15.8972 1.3 0.1 1.1 -0.1347
O -2.6402 -4.5004 -18.7725 0.2 -1.3 2.9 -0.2126
C -2.7843 -5.0496 -20.0462 -1.1 0.0 -1.3 -0.1480
H -2.3488 -8.0841 -16.1062 0.3 0.7 0.2 0.0875
H -3.6757 -8.5513 -17.0475 -0.3 0.1 -0.2 0.0796
H -3.9889 -7.3337 -15.8497 0.2 0.3 0.0 0.1017
H -1.0750 -3.8311 -15.6376 -0.5 0.4 0.3 0.0963
H -0.8887 -5.1183 -16.6847 -0.5 -0.7 -0.2 0.0786
H -1.6074 -5.3983 -15.0058 0.9 -0.3 -0.1 0.0783
H -3.8582 -5.0279 -20.2319 0.0 0.3 -0.7 0.0606
H -2.5293 -6.0958 -20.2156 0.6 -0.1 0.7 0.0666
H -2.2012 -4.4340 -20.7310 -0.2 0.0 -0.1 0.1005
C -4.8217 -11.2860 -19.0696 -0.1 1.1 2.3 -0.1366
O -4.4430 -10.8099 -20.3240 2.3 -0.2 -2.9 -0.2401
P -3.1153 -11.3984 -21.1589 -1.1 -1.3 2.1 0.5457
O -2.4855 -12.5380 -20.3821 -0.8 2.3 -2.3 -0.2637
O -2.2141 -10.0764 -21.4393 -2.2 -1.3 0.6 -0.2294
C -0.8804 -10.1634 -21.8809 1.3 0.4 -0.1 -0.0989
O -3.7524 -11.8078 -22.5952 0.2 0.8 0.4 -0.2261
C -4.5643 -10.8891 -23.3959 -0.3 0.4 0.3 -0.0709
H -5.7446 -11.8657 -19.0511 0.4 -0.5 -0.5 0.0886
H -5.0413 -10.4065 -18.4643 -0.6 0.5 -0.2 0.0579
H -4.0114 -11.6499 -18.4377 0.2 -1.0 -0.7 0.0767
H -0.4271 -11.1525 -21.9453 -0.5 -0.2 0.1 0.0752
H -0.2954 -9.6016 -21.1526 0.2 0.0 -0.1 0.0833
H -0.8171 -9.6710 -22.8513 0.1 0.0 0.0 0.0660
H -5.5298 -11.3320 -23.6401 0.2 -0.5 0.1 0.0690
H -4.1136 -10.5698 -24.3356 0.6 -0.5 0.1 0.0680
H -4.8212 -9.9608 -22.8856 0.3 -0.1 0.4 0.0734
C -8.2520 -11.2890 -28.7688 0.2 -0.4 -0.9 -0.0847
O -8.2891 -11.4197 -27.3439 1.3 -1.4 1.2 -0.1972
P -7.5939 -12.6083 -26.5049 -0.8 -2.6 -0.1 0.5272
O -7.7529 -12.5961 -25.0228 0.3 0.9 -1.5 -0.2518
O -8.3209 -13.9796 -27.0805 -0.2 3.5 -0.6 -0.2410
C -8.1388 -15.2679 -26.5979 0.7 -0.3 0.6 -0.1198
O -6.0736 -12.8297 -27.0323 -1.1 1.6 0.0 -0.2310
C -5.1603 -13.5132 -26.1904 0.1 -1.7 1.2 -0.1005
H -9.0816 -11.8268 -29.2278 -0.3 0.2 0.3 0.0935
H -7.3716 -11.7207 -29.2449 0.3 0.0 0.5 0.0800
H -8.2689 -10.2294 -29.0241 -0.2 -0.1 0.2 0.0829
H -8.2458 -15.3163 -25.5143 -0.3 0.0 0.1 0.0780
H -7.1042 -15.5469 -26.7972 -0.1 -0.6 -0.3 0.0826
H -8.8864 -15.8799 -27.1026 0.3 -0.2 0.1 0.0978
H -5.6764 -13.8481 -25.2906 0.0 0.1 0.2 0.0658
H -4.2646 -13.0032 -25.8358 -0.2 0.7 -0.6 0.0893
H -4.8456 -14.4424 -26.6653 0.1 0.2 -0.4 0.0938
C 1.8171 -13.9378 -27.5114 0.5 -0.8 0.3 -0.0892
O 1.6443 -13.2503 -26.2682 -0.9 0.4 0.6 -0.2200
P 0.2415 -12.5669 -25.9653 -1.2 -0.2 -0.3 0.4432
O -0.9200 -13.1478 -26.6980 1.2 0.5 0.8 -0.2624
O 0.0166 -12.5342 -24.3547 -0.3 1.4 -1.8 -0.2242
C 0.0853 -13.6176 -23.4640 2.1 -2.2 0.1 -0.1131
O 0.6269 -11.0653 -26.4356 -0.8 -0.3 1.1 -0.2088
C 0.0749 -9.9215 -25.7470 -0.2 -0.4 0.3 -0.0968
H 1.8739 -14.9870 -27.2214 0.1 -0.1 -0.4 0.0896
H 2.7769 -13.6069 -27.9080 -0.2 0.0 -0.2 0.0914
H 1.0002 -13.8182 -28.2232 0.0 0.3 0.2 0.0843
H -0.6505 -13.8646 -22.6986 -0.8 1.5 -0.2 0.0929
H 1.0611 -13.5199 -22.9881 -0.1 0.0 0.4 0.0833
H 0.1416 -14.5790 -23.9745 0.0 0.0 -0.6 0.0852
H -0.2194 -9.1297 -26.4357 0.5 -0.2 -0.3 0.0785
H 0.8316 -9.6102 -25.0268 -0.2 0.3 0.0 0.0755
H -0.8435 -10.1796 -25.2195 0.0 -0.2 0.1 0.0666
```
Forces are in eV/Å.